w | ORCA calculation (ωB97M-V/def2-TZVPD) on one molecule with the formula C16H23NO3.

Calculated values
2S+1 ... 1
HOMO-LUMO gap ... 8.7605 eV
Structure (SMILES) ... COc1ccccc1OCCNC(=O)C1CCCCC1
LUMO ... 0.469 eV

Bonds (Å) are listed after each position.
Element x y z (Å)
1 C 1.75719 2.55303 -0.94787  H2 1.090, O3 1.405, H42 1.095, H43 1.094
2 H 0.80298 2.66787 -1.46197  C1 1.090
3 O 1.98201 1.16768 -0.87359  C1 1.405, C4 1.379
4 C 3.14429 0.71643 -0.28382  O3 1.379, C5 1.389, C9 1.408
5 C 4.10561 1.57679 0.23181  C4 1.389, C6 1.384, H41 1.078
6 C 5.27401 1.10097 0.80113  C5 1.384, C7 1.381, H40 1.079
7 C 5.50022 -0.25945 0.86748  C6 1.381, C8 1.381, H39 1.079
8 C 4.54630 -1.12759 0.37519  C7 1.381, C9 1.392, H38 1.078
9 C 3.36251 -0.67241 -0.19959  C4 1.408, C8 1.392, O10 1.367
10 O 2.55687 -1.67297 -0.66642  C9 1.367, C11 1.409
11 C 1.18473 -1.46265 -0.90789  O10 1.409, H12 1.095, H13 1.093, C14 1.540
12 H 1.03251 -0.67482 -1.65295  C11 1.095
13 H 0.83282 -2.41045 -1.32240  C11 1.093
14 C 0.40807 -1.11792 0.37619  C11 1.540, N15 1.440, H36 1.091, H37 1.095
15 N -0.81376 -0.41432 0.08202  C14 1.440, C16 1.355, H35 1.008
16 C -2.04211 -0.96480 0.23736  N15 1.355, O17 1.212, C18 1.524
17 O -2.20762 -2.07478 0.69492  C16 1.212
18 C -3.18512 -0.03453 -0.14906  C16 1.524, C19 1.534, C23 1.528, H34 1.096
19 C -3.55094 0.81107 1.07787  C18 1.534, C20 1.526, H32 1.092, H33 1.093
20 C -4.73123 1.72705 0.76906  C19 1.526, C21 1.525, H30 1.092, H31 1.093
21 C -5.93698 0.90824 0.31932  C20 1.525, C22 1.525, H28 1.092, H29 1.092
22 C -5.58147 0.07101 -0.90521  C21 1.525, C23 1.525, H26 1.092, H27 1.093
23 C -4.39883 -0.84344 -0.60575  C18 1.528, C22 1.525, H24 1.091, H25 1.092
24 H -4.65946 -1.54961 0.18388  C23 1.091
25 H -4.13664 -1.42290 -1.49345  C23 1.092
26 H -6.44144 -0.52885 -1.20868  C22 1.092
27 H -5.32791 0.73467 -1.73620  C22 1.093
28 H -6.24684 0.24707 1.13120  C21 1.092
29 H -6.77283 1.57211 0.08847  C21 1.092
30 H -4.98485 2.31008 1.65686  C20 1.092
31 H -4.45221 2.42715 -0.02273  C20 1.093
32 H -3.81404 0.13945 1.89747  C19 1.092
33 H -2.68771 1.40299 1.39292  C19 1.093
34 H -2.86187 0.62919 -0.95911  C18 1.096
35 H -0.71694 0.48902 -0.35357  N15 1.008
36 H 0.13557 -2.02509 0.91855  C14 1.091
37 H 1.04185 -0.49678 1.01823  C14 1.095
38 H 4.69010 -2.19549 0.41749  C8 1.078
39 H 6.40722 -0.64614 1.30496  C7 1.079
40 H 5.99944 1.80080 1.18624  C6 1.079
41 H 3.95258 2.64294 0.18467  C5 1.078
42 H 1.68825 3.00733 0.04620  C1 1.095
43 H 2.53485 3.05941 -1.52788  C1 1.094

=====

x | ORCA calculation (ωB97M-V/def2-TZVPD) on one molecule with the formula C16H23NO3.

Calculated values
2S+1 ... 1
HOMO-LUMO gap ... 9.3237 eV
Structure (SMILES) ... CCc1cccc(C)c1NC(=O)CC(C)(C)CC(=O)O
LUMO ... 0.470 eV

Bonds (Å) are listed after each position.
Element x y z (Å)
1 C -3.32933 0.20095 -2.34450  H2 1.089, H3 1.088, H4 1.088, C5 1.531
2 H -3.26709 -0.63158 -1.64571  C1 1.089
3 H -4.31241 0.65307 -2.23571  C1 1.088
4 H -3.23841 -0.19026 -3.35544  C1 1.088
5 C -2.24003 1.24192 -2.07216  C1 1.531, C6 1.505, H42 1.092, H43 1.091
6 C -2.34661 1.78538 -0.67263  C5 1.505, C7 1.387, C11 1.397
7 C -3.12189 2.90806 -0.42542  C6 1.387, C8 1.383, H41 1.080
8 C -3.23986 3.41668 0.85477  C7 1.383, C9 1.382, H40 1.080
9 C -2.59170 2.79367 1.90378  C8 1.382, C10 1.389, H39 1.080
10 C -1.81872 1.65842 1.69790  C9 1.389, C11 1.397, C35 1.495
11 C -1.69392 1.16613 0.39668  C6 1.397, C10 1.397, N12 1.417
12 N -0.91996 0.00521 0.14708  C11 1.417, C13 1.360, H34 1.009
13 C 0.40968 -0.12168 0.40130  N12 1.360, O14 1.211, C15 1.524
14 O 1.06740 0.74665 0.93119  C13 1.211
15 C 0.94044 -1.47331 -0.06221  C13 1.524, H16 1.092, H17 1.093, C18 1.536
16 H 0.84738 -1.50186 -1.15029  C15 1.092
17 H 0.29027 -2.25041 0.34882  C15 1.093
18 C 2.39218 -1.78753 0.33066  C15 1.536, C19 1.530, C23 1.532, C27 1.545
19 C 2.52901 -1.77164 1.85489  C18 1.530, H20 1.086, H21 1.088, H22 1.087
20 H 2.32493 -0.77759 2.24099  C19 1.086
21 H 1.82803 -2.47179 2.30507  C19 1.088
22 H 3.53519 -2.05908 2.14953  C19 1.087
23 C 2.75526 -3.17986 -0.19494  C18 1.532, H24 1.088, H25 1.087, H26 1.088
24 H 2.13884 -3.94098 0.27943  C23 1.088
25 H 3.79816 -3.40165 0.01700  C23 1.087
26 H 2.61024 -3.24336 -1.27152  C23 1.088
27 C 3.36785 -0.74282 -0.25523  C18 1.545, C28 1.501, H32 1.090, H33 1.091
28 C 3.53380 -0.81403 -1.74566  C27 1.501, O29 1.203, O30 1.347
29 O 4.53043 -1.16738 -2.31866  C28 1.203
30 O 2.44258 -0.41615 -2.42687  C28 1.347, H31 0.970
31 H 2.62493 -0.44353 -3.37953  O30 0.970
32 H 4.35415 -0.89335 0.18480  C27 1.090
33 H 3.00073 0.24977 0.00954  C27 1.091
34 H -1.34753 -0.68698 -0.44997  N12 1.009
35 C -1.15467 0.97964 2.85324  C10 1.495, H36 1.089, H37 1.090, H38 1.087
36 H -1.27283 -0.10122 2.78713  C35 1.089
37 H -0.08668 1.19556 2.84286  C35 1.090
38 H -1.57360 1.32709 3.79404  C35 1.087
39 H -2.69091 3.18562 2.90547  C9 1.080
40 H -3.83944 4.29656 1.03429  C8 1.080
41 H -3.62708 3.39228 -1.24862  C7 1.080
42 H -1.25292 0.80259 -2.23324  C5 1.092
43 H -2.35587 2.06279 -2.78215  C5 1.091

=====

Preferred: x; penalty for the next structure: 0.0638 hartree.